{"formula": "C45H81B2O22", "method": "ωB97M-V/def2-TZVPD", "species": ["C", "C", "C", "C", "C", "C", "C", "C", "C", "C", "C", "C", "C", "C", "C", "C", "C", "C", "C", "C", "C", "O", "B", "C", "O", "C", "C", "O", "C", "B", "O", "C", "C", "H", "H", "H", "H", "H", "H", "H", "H", "H", "H", "H", "H", "H", "H", "H", "H", "H", "H", "H", "H", "H", "H", "H", "H", "H", "H", "H", "H", "H", "H", "H", "H", "H", "H", "H", "H", "H", "H", "H", "H", "H", "H", "H", "H", "H", "H", "H", "H", "H", "H", "H", "H", "H", "H", "H", "H", "H", "C", "C", "O", "C", "O", "O", "H", "H", "H", "H", "C", "C", "O", "C", "O", "O", "H", "H", "H", "H", "C", "C", "O", "C", "O", "O", "H", "H", "H", "H", "C", "C", "O", "C", "O", "O", "H", "H", "H", "H", "C", "C", "O", "C", "O", "O", "H", "H", "H", "H", "C", "C", "O", "C", "O", "O", "H", "H", "H", "H"], "positions_angstrom": [[8.81178, -2.95399, 2.53265], [8.66875, -2.61604, 0.90649], [7.16269, -2.13442, 0.46907], [7.18062, -0.48210, 0.21959], [6.22241, 0.23417, 1.37741], [4.65581, 0.32514, 0.83404], [4.25019, 1.91145, 0.49887], [2.66370, 1.98151, -0.01836], [1.74244, 1.65349, 1.30585], [0.19610, 2.20493, 1.04881], [-0.66774, 1.19770, 0.08202], [-0.95275, -0.29363, 0.73829], [-0.96403, -0.31885, 2.37754], [-1.68135, -1.68805, 3.01532], [-3.20917, -1.25506, 3.42506], [-3.99495, -2.31301, 4.39990], [-5.55258, -2.64359, 3.91637], [-6.59568, -1.40038, 4.14732], [-6.54326, -0.22475, 3.00591], [-7.15276, -0.65500, 1.54069], [-6.02795, -0.93062, 0.37967], [-5.12994, -2.09197, 0.47303], [-5.01724, -2.93450, -0.73363], [-4.33436, -4.43230, -0.63785], [-3.91961, -4.83898, 0.71348], [-2.46736, -5.04871, 0.81731], [-1.88541, -6.30234, -0.07683], [-6.39141, -2.80477, -1.31835], [-6.98619, -1.50346, -0.86504], [-7.23657, -0.51517, -2.15728], [-8.56277, -0.62728, -2.83604], [-6.07596, 0.54197, -2.74395], [-4.79030, -0.29352, -3.40246], [8.62543, -1.98943, 3.18390], [8.05356, -3.81535, 2.81981], [9.92526, -3.29968, 2.70481], [9.51089, -1.80740, 0.68379], [8.97400, -3.59250, 0.33818], [6.89831, -2.66097, -0.56582], [6.33497, -2.32300, 1.29063], [8.24959, -0.01907, 0.36529], [6.82536, -0.22876, -0.87507], [6.34754, -0.41107, 2.34632], [6.69230, 1.29089, 1.60647], [3.92748, -0.11158, 1.67223], [4.52215, -0.27059, -0.17168], [4.99868, 2.38826, -0.26431], [4.29713, 2.46055, 1.54697], [2.49645, 1.08355, -0.78348], [2.41626, 3.00294, -0.54110], [1.75550, 0.48704, 1.47079], [2.22765, 2.26014, 2.20212], [-0.34519, 2.45685, 2.06007], [0.33275, 3.22314, 0.44165], [-0.04966, 1.09680, -0.93104], [-1.67032, 1.75778, -0.22772], [-0.11050, -1.01077, 0.28963], [-1.97461, -0.67713, 0.26597], [-1.55160, 0.63665, 2.75575], [0.14122, -0.23370, 2.81250], [-1.64562, -2.58184, 2.24314], [-1.09520, -1.92921, 3.99901], [-3.13066, -0.23496, 4.02864], [-3.78017, -1.01824, 2.43149], [-4.10669, -1.81259, 5.47030], [-3.44205, -3.35273, 4.53964], [-5.55777, -3.10482, 2.84002], [-5.91420, -3.51813, 4.64418], [-6.35450, -0.95853, 5.22580], [-7.71092, -1.80129, 4.20927], [-7.24563, 0.65426, 3.40453], [-5.47813, 0.27524, 2.87241], [-7.95285, -1.53449, 1.64748], [-7.79129, 0.28142, 1.16555], [-5.31321, -0.03163, 0.15529], [-4.24057, -2.34744, -1.39541], [-3.46666, -4.45373, -1.44228], [-5.11447, -5.25779, -1.00550], [-2.19862, -5.30928, 1.95094], [-1.82669, -4.07769, 0.57347], [-1.69887, -7.28976, 0.53031], [-0.85820, -5.91818, -0.54458], [-2.56945, -6.57659, -1.00409], [-8.09494, -1.83083, -0.57452], [-9.22268, -0.12911, -2.23546], [-5.68065, 1.21806, -1.84503], [-6.58082, 1.23054, -3.55039], [-4.00377, -0.51882, -2.55927], [-4.29766, 0.40908, -4.22210], [-5.19021, -1.26024, -3.94855], [2.46316, 7.04395, -0.17756], [1.13671, 6.36181, -0.26816], [1.35099, 5.14149, 0.41523], [2.39756, 5.34281, 1.26836], [2.74329, 4.55439, 2.13238], [3.00566, 6.54133, 1.02909], [2.36962, 8.13263, -0.13668], [3.12932, 6.77457, -1.00384], [0.34429, 6.91892, 0.24272], [0.83258, 6.17901, -1.30244], [7.94105, 4.16967, 0.30643], [7.82173, 5.33262, 1.23719], [6.92148, 6.19454, 0.56731], [6.18369, 5.41785, -0.27890], [5.19992, 5.80470, -0.88735], [6.68969, 4.15225, -0.35443], [8.11297, 3.22851, 0.83586], [8.73197, 4.30913, -0.43793], [7.38991, 5.05203, 2.20368], [8.78077, 5.82960, 1.40725], [-9.50772, 3.65844, -0.34126], [-10.32706, 3.26922, 0.84626], [-11.01163, 2.11244, 0.40428], [-10.27209, 1.57710, -0.61068], [-10.47802, 0.48366, -1.11035], [-9.27206, 2.42423, -0.99250], [-8.56449, 4.13392, -0.05863], [-10.04968, 4.32075, -1.02443], [-9.71001, 3.00601, 1.71186], [-11.03407, 4.05061, 1.13819], [-7.61381, -0.33545, -7.71136], [-7.66650, 0.17161, -6.30669], [-6.30184, 0.28762, -5.95119], [-5.59872, 0.42032, -7.11380], [-4.41582, 0.71154, -7.17388], [-6.39198, 0.18571, -8.19970], [-8.45474, 0.01886, -8.31381], [-7.57643, -1.42875, -7.76025], [-8.13565, 1.15861, -6.23579], [-8.18522, -0.51758, -5.63468], [12.72966, -0.25063, 1.09102], [12.61034, 0.91231, 2.02178], [11.71009, 1.77424, 1.35190], [10.97231, 0.99754, 0.50569], [9.98853, 1.38440, -0.10276], [11.47830, -0.26805, 0.43016], [12.90159, -1.19180, 1.62045], [13.52059, -0.11118, 0.34666], [12.17852, 0.63173, 2.98827], [13.56938, 1.40930, 2.19184], [3.78619, -4.71677, -3.30532], [3.73350, -4.20971, -1.90065], [5.09816, -4.09370, -1.54514], [5.80128, -3.96100, -2.70776], [6.98418, -3.66978, -2.76783], [5.00802, -4.19561, -3.79365], [2.94526, -4.36245, -3.90776], [3.82357, -5.81007, -3.35421], [3.26435, -3.22271, -1.82974], [3.21478, -4.89890, -1.22864]], "de_lowest_kcal_mol": 315.62, "homo_energy_ev": -3.71, "multiplicity": 1, "e_tot_ev": -94367.07920, "charge": -1, "mol_weight_g_mol": 995.7, "lumo_energy_ev": 1.37}

{"formula": "C22H28N4O5S", "method": "ωB97M-V/def2-TZVPD", "species": ["C", "C", "O", "C", "O", "C", "C", "C", "N", "C", "C", "C", "C", "C", "O", "C", "C", "O", "C", "C", "C", "S", "C", "N", "C", "C", "N", "N", "C", "O", "C", "C", "H", "H", "H", "H", "H", "H", "H", "H", "H", "H", "H", "H", "H", "H", "H", "H", "H", "H", "H", "H", "H", "H", "H", "H", "H", "H", "H", "H"], "positions_angstrom": [[6.08760, 2.63361, 0.43089], [5.32974, 2.28773, -0.84278], [4.01328, 2.84382, -0.83415], [3.06055, 2.16010, -0.19204], [3.26287, 1.11038, 0.36494], [1.73555, 2.88754, -0.30674], [0.80309, 2.14844, -1.27722], [0.34265, 0.82178, -0.68506], [-0.35544, 1.06434, 0.56461], [-1.14688, -0.06047, 1.06352], [-0.63748, -1.41667, 0.60743], [-1.33604, -2.25574, -0.23550], [-0.78381, -3.46253, -0.64798], [0.48837, -3.83422, -0.25442], [1.12387, -4.98287, -0.61999], [0.43973, -5.88587, -1.45020], [1.21942, -2.97355, 0.59554], [2.47562, -3.37993, 0.92024], [3.28975, -2.49435, 1.65315], [0.63506, -1.80084, 1.03276], [-2.59494, 0.17074, 0.72780], [-3.79508, -0.05028, 2.00841], [-5.05238, 0.39176, 0.93582], [-6.36039, 0.54150, 0.92105], [-6.61100, 0.92759, -0.35268], [-7.97635, 1.21969, -0.84148], [-5.53599, 1.02261, -1.12108], [-4.54119, 0.67826, -0.29184], [-3.18197, 0.56081, -0.43005], [-2.62482, 0.81761, -1.62592], [0.52551, 1.66683, 1.54762], [1.02115, 3.01914, 1.04176], [5.59262, 2.18796, 1.29035], [7.10047, 2.24640, 0.36846], [6.12614, 3.71206, 0.56454], [5.81458, 2.72037, -1.72016], [5.25408, 1.20108, -0.95516], [1.96029, 3.88139, -0.70607], [1.30692, 1.97159, -2.22895], [-0.07026, 2.77655, -1.45736], [-0.34840, 0.33514, -1.37278], [1.21517, 0.16527, -0.54709], [-1.09312, -0.04875, 2.15968], [-2.32184, -1.99092, -0.58343], [-1.36328, -4.10091, -1.29552], [0.19494, -5.43850, -2.41977], [1.12276, -6.72020, -1.60228], [-0.47856, -6.25232, -0.97867], [3.37866, -1.52133, 1.15925], [2.91266, -2.35175, 2.67170], [4.26878, -2.96880, 1.69903], [1.17281, -1.15532, 1.70680], [-7.93576, 1.48556, -1.89335], [-8.61031, 0.34674, -0.70200], [-8.40326, 2.04001, -0.26817], [-3.32921, 1.10279, -2.22710], [-0.03724, 1.82102, 2.47226], [1.39803, 1.03470, 1.76885], [1.68772, 3.46162, 1.78460], [0.16461, 3.68160, 0.90592]], "de_lowest_kcal_mol": 70.87, "homo_energy_ev": -7.84, "multiplicity": 1, "e_tot_ev": -50300.86253, "mol_weight_g_mol": 460.6, "smiles": "CCOC(=O)C1CCN([C@H](c2ccc(OC)c(OC)c2)c2sc3nc(C)nn3c2O)CC1", "lumo_energy_ev": 0.66}

{"formula": "C27H27BiClIN6O", "method": "ωB97M-V/def2-TZVPD", "species": ["Bi", "C", "C", "C", "C", "C", "C", "C", "C", "C", "C", "C", "C", "H", "H", "H", "H", "H", "H", "H", "H", "H", "H", "H", "H", "H", "H", "H", "H", "H", "H", "Cl", "C", "C", "C", "I", "C", "O", "C", "N", "C", "C", "C", "C", "H", "H", "H", "H", "N", "C", "N", "C", "N", "C", "C", "N", "C", "C", "N", "H", "H", "H", "H", "H"], "positions_angstrom": [[-0.11256, 0.56342, 0.04562], [-3.48483, -1.06530, -0.40404], [-2.95709, 0.29703, -0.02571], [-2.78380, 0.64291, 1.33886], [-3.12919, -0.40626, 2.36998], [-2.40309, 1.95780, 1.67759], [-2.30725, 2.44123, 3.10497], [-2.17774, 2.90709, 0.66150], [-1.77342, 4.30923, 1.03709], [-2.39442, 2.57948, -0.68610], [-2.29557, 3.66631, -1.72934], [-2.77633, 1.26886, -1.03474], [-3.09558, 0.91774, -2.46665], [-4.51284, -0.97089, -0.76214], [-3.48064, -1.76463, 0.42332], [-2.91218, -1.52077, -1.21131], [-2.50937, -1.29860, 2.25597], [-4.16714, -0.71702, 2.24443], [-3.03440, -0.05709, 3.39120], [-2.94534, 3.31454, 3.24426], [-1.29217, 2.75612, 3.35669], [-2.61855, 1.70717, 3.83890], [-1.09961, 4.32557, 1.89107], [-2.65208, 4.89749, 1.31598], [-1.28404, 4.82852, 0.21852], [-2.83087, 4.55554, -1.39884], [-2.72734, 3.37192, -2.67921], [-1.26125, 3.97198, -1.90917], [-2.98368, -0.14368, -2.66770], [-2.47310, 1.45680, -3.17575], [-4.13410, 1.17773, -2.68859], [-0.40601, -4.48312, -4.95448], [-0.38885, -3.60543, -3.47445], [-0.60954, -4.24960, -2.29168], [-0.60712, -3.54946, -1.06371], [-0.99853, -4.55279, 0.70423], [-0.36665, -2.19972, -1.03000], [-0.36134, -1.50174, 0.11995], [-0.14056, -1.52598, -2.25586], [0.06396, -0.17988, -2.18910], [0.24558, 0.52014, -3.29611], [0.25620, -0.07928, -4.55729], [0.05995, -1.43510, -4.65259], [-0.15133, -2.20497, -3.49209], [-0.79693, -5.31469, -2.29378], [0.38525, 1.59095, -3.18867], [0.41139, 0.52882, -5.43657], [0.05824, -1.92540, -5.61704], [4.20924, -0.86045, -0.36015], [3.19768, -0.20915, -0.91740], [2.24305, -0.05849, -0.00877], [2.75446, -0.66562, 1.10489], [3.94979, -1.15974, 0.92379], [2.00961, -0.71887, 2.35474], [2.50895, -1.32665, 3.49962], [1.81586, -1.34101, 4.62903], [0.63257, -0.74455, 4.62543], [0.12275, -0.13625, 3.48457], [0.81265, -0.13001, 2.34822], [5.09291, -1.12622, -0.77254], [3.18059, 0.12970, -1.94028], [3.48173, -1.80222, 3.49138], [0.06750, -0.74973, 5.54892], [-0.84327, 0.34594, 3.48504]], "de_lowest_kcal_mol": 0.00, "homo_energy_ev": -13.61, "multiplicity": 1, "e_tot_ev": -65876.06933, "charge": 2, "mol_weight_g_mol": 822.9, "lumo_energy_ev": -6.36}

{"formula": "H8O4", "method": "ωB97M-V/def2-TZVPD", "species": ["O", "H", "H", "O", "H", "H", "O", "H", "H", "O", "H", "H"], "positions_angstrom": [[9.17596, -11.52390, 25.17837], [8.68963, -10.76105, 25.49105], [9.78470, -11.17096, 24.52944], [6.46155, -9.01779, 22.68081], [7.21267, -8.51435, 22.99480], [6.28435, -9.64624, 23.38073], [7.44053, -10.14367, 26.17662], [7.87019, -9.46107, 26.69207], [6.99613, -10.68999, 26.82490], [6.23214, -9.93037, 24.50054], [5.55735, -10.30164, 25.06892], [6.98377, -9.79455, 25.07746]], "de_lowest_kcal_mol": 105.29, "homo_energy_ev": -8.98, "multiplicity": 1, "e_tot_ev": -8316.11037, "mol_weight_g_mol": 72.1, "lumo_energy_ev": -0.40}

{"formula": "C2H6FP", "method": "ωB97M-V/def2-TZVPD", "species": ["C", "C", "F", "H", "H", "H", "P", "H", "H", "H"], "positions_angstrom": [[-2.18021, -0.93114, 0.62062], [-1.24058, -1.14089, -0.29526], [-1.47175, -0.93530, -1.60484], [-3.14324, -0.79466, 0.34721], [-1.96450, -1.14193, 1.73401], [-0.18010, -1.23115, -0.22459], [2.00351, 0.73576, 0.02831], [2.66116, -0.43340, 0.40652], [0.75060, 0.56337, 0.44184], [1.66464, 0.58926, -1.26707]], "de_lowest_kcal_mol": 59.29, "homo_energy_ev": -9.54, "multiplicity": 1, "e_tot_ev": -14175.15237, "mol_weight_g_mol": 80.0, "smiles": "C=CF.P", "lumo_energy_ev": 1.00}

{"formula": "C5H11NOS", "method": "ωB97M-V/def2-TZVPD", "species": ["C", "O", "C", "S", "C", "C", "N", "C", "H", "H", "H", "H", "H", "H", "H", "H", "H", "H", "H"], "positions_angstrom": [[-1.25588, 1.68186, -0.33584], [-0.00077, 1.11501, -0.67388], [0.17361, -0.25160, -0.37107], [1.86610, -0.75129, -0.74595], [2.65212, 0.42648, 0.42396], [-0.44031, -0.79327, 0.98405], [-1.61483, -1.24472, 0.20011], [-0.88658, -1.19489, -1.07488], [-1.15860, 2.76512, -0.44550], [-2.06258, 1.34608, -0.98836], [-1.52500, 1.51581, 0.72489], [2.34022, 1.44004, 0.14326], [2.48383, 0.28917, 1.48283], [3.73871, 0.33367, 0.30366], [0.18853, -1.60299, 1.42756], [-0.70346, -0.06795, 1.77124], [-1.95398, -2.14127, 0.46057], [-0.43751, -2.14336, -1.35534], [-1.40359, -0.72193, -1.93130]], "de_lowest_kcal_mol": 60.88, "homo_energy_ev": -8.67, "multiplicity": 1, "e_tot_ev": -19734.45524, "mol_weight_g_mol": 133.2, "smiles": "COC1(SC)CNC1", "lumo_energy_ev": 0.89}

> Number 6 is which compound?

C5H11NOS

Repeat the fifth record exactly.
{"formula": "C2H6FP", "method": "ωB97M-V/def2-TZVPD", "species": ["C", "C", "F", "H", "H", "H", "P", "H", "H", "H"], "positions_angstrom": [[-2.18021, -0.93114, 0.62062], [-1.24058, -1.14089, -0.29526], [-1.47175, -0.93530, -1.60484], [-3.14324, -0.79466, 0.34721], [-1.96450, -1.14193, 1.73401], [-0.18010, -1.23115, -0.22459], [2.00351, 0.73576, 0.02831], [2.66116, -0.43340, 0.40652], [0.75060, 0.56337, 0.44184], [1.66464, 0.58926, -1.26707]], "de_lowest_kcal_mol": 59.29, "homo_energy_ev": -9.54, "multiplicity": 1, "e_tot_ev": -14175.15237, "mol_weight_g_mol": 80.0, "smiles": "C=CF.P", "lumo_energy_ev": 1.00}